Record 1
Formula: C4H4F2
Source: the Open Molecules 2025 dataset
Level of theory: ωB97M-V with the def2-TZVPD basis set

Properties
LUMO level (eV): 0.87
Structure (SMILES): C#C[C@@H](F)CF
HOMO (eV): -10.7
Total energy (Ha): -354.41883
2S+1: 1
Gap between HOMO and LUMO (eV): 11.523

Geometry as XYZ:
```
10
C4H4F2, DFT ωB97M-V with the def2-TZVPD basis set
F -0.29907 1.62059 -0.71892
F -1.91924 -0.85396 -0.84825
C 2.19636 -0.65194 -0.42716
C 1.13845 -0.17900 -0.19428
C -1.35117 -0.23671 0.24097
C -0.04438 0.51517 0.10342
H -2.16313 0.58326 0.51299
H -1.05895 -0.85525 1.13561
H 0.17374 0.88238 1.12628
H 3.32739 -0.82454 -0.93066
```

Record 2
Formula: C4H4F2N2
Source: the Open Molecules 2025 dataset
Level of theory: ωB97M-V with the def2-TZVPD basis set

Properties
LUMO level (eV): 0.22
Structure (SMILES): [H]\N=C/C=C\C(F)=N\F
HOMO (eV): -10.0
Total energy (Ha): -463.91223
2S+1: 1
Gap between HOMO and LUMO (eV): 10.210

Geometry as XYZ:
```
12
C4H4F2N2, DFT ωB97M-V with the def2-TZVPD basis set
F -1.95958 -0.95693 1.52843
F -0.77612 1.30855 2.63091
N 1.98032 0.95400 -0.35033
N -0.70147 0.95927 1.34392
C 0.23098 -0.63321 -1.04650
C -1.17547 -0.06605 0.88403
C -0.96286 -0.46362 -0.51183
C 1.55812 -0.22937 -0.57472
H -1.92118 -0.77561 -0.91838
H 0.20387 -0.82463 -2.17266
H 1.22855 1.69768 -0.09080
H 2.29482 -0.97008 -0.72207
```

Record 3
Formula: C4H4F2O2S
Source: the Open Molecules 2025 dataset
Level of theory: ωB97M-V with the def2-TZVPD basis set

Properties
LUMO level (alpha / beta) (eV): 0.70 / -3.09
HOMO (alpha / beta) (eV): -7.9 / -10.2
Total energy (Ha): -902.93942
2S+1: 3
Gap between HOMO and LUMO (alpha / beta) (eV): 8.597 / 7.142

Geometry as XYZ:
```
13
C4H4F2O2S, DFT ωB97M-V with the def2-TZVPD basis set
S 0.21363 -1.26563 -0.15528
F -0.29309 1.19750 -0.61542
F 1.36317 1.30778 1.44071
O -1.11461 -1.83959 0.02778
O 1.35468 -2.03091 -0.46216
C 0.45882 0.40691 1.76827
C -0.01445 0.28239 -2.72770
C 0.00137 0.13656 -1.42222
C -0.53792 0.44766 2.64392
H 0.04531 1.22497 -3.15019
H -1.25421 -0.34799 2.50397
H 0.15332 -0.52495 -3.48705
H -0.37600 1.00529 3.63537
```

Record 4
Formula: C4H4F2S
Source: the Open Molecules 2025 dataset
Level of theory: ωB97M-V with the def2-TZVPD basis set

Properties
LUMO level (alpha / beta) (eV): -0.54 / -0.59
HOMO (alpha / beta) (eV): -8.4 / -7.7
Total energy (Ha): -752.57550
2S+1: 1
Gap between HOMO and LUMO (alpha / beta) (eV): 7.875 / 7.120

Geometry as XYZ:
```
11
C4H4F2S, DFT ωB97M-V with the def2-TZVPD basis set
S -1.71908 -0.51447 0.32139
F -1.06996 2.00977 -0.60275
F 2.45848 0.49406 0.43653
C -0.40049 -1.32066 -0.32886
C 0.92081 -0.92208 -0.33493
C -1.27373 1.12194 0.52925
C 1.29546 0.35992 -0.12717
H -1.76054 1.59515 1.27252
H 1.58313 -1.75974 -0.25028
H 0.74391 1.28347 -0.15025
H -0.77800 -2.34735 -0.76546
```

Record 5
Formula: C4H4F4
Source: the Open Molecules 2025 dataset
Level of theory: ωB97M-V with the def2-TZVPD basis set

Properties
LUMO level (alpha / beta) (eV): -0.41 / -0.77
HOMO (alpha / beta) (eV): -9.3 / -8.5
Total energy (Ha): -554.13487
2S+1: 1
Gap between HOMO and LUMO (alpha / beta) (eV): 8.868 / 7.770

Geometry as XYZ:
```
12
C4H4F4, DFT ωB97M-V with the def2-TZVPD basis set
F -2.62619 -1.25830 -0.26969
F -1.65305 -2.78614 -1.37047
F 0.12085 -3.01621 1.16223
F 1.62018 -1.67730 -0.64904
C -1.88512 -2.36824 -0.12896
C 0.42210 0.36045 -0.37888
C -0.35658 -1.83756 0.68080
C 0.64476 -1.05032 -0.00319
H 0.09936 0.93779 0.48474
H -0.36484 0.43975 -1.13501
H -0.83587 -1.28097 1.48942
H 1.33461 0.77786 -0.79361
```

Record 6
Formula: C4H4FN
Source: the Open Molecules 2025 dataset
Level of theory: ωB97M-V with the def2-TZVPD basis set

Properties
LUMO level (alpha / beta) (eV): -0.05 / -0.09
HOMO (alpha / beta) (eV): -8.8 / -8.2
Total energy (Ha): -309.23660
2S+1: 1
Gap between HOMO and LUMO (alpha / beta) (eV): 8.745 / 8.098

Geometry as XYZ:
```
10
C4H4FN, DFT ωB97M-V with the def2-TZVPD basis set
F 3.01404 0.14863 0.05764
N 0.04190 -1.46221 0.34670
C 1.84063 0.72184 -0.20112
C -1.24462 -1.15674 0.20867
C 0.41957 -0.22627 -0.09141
C -0.98263 0.27067 -0.18321
H -2.11713 -1.65420 0.31347
H -1.22864 0.90996 0.53782
H 1.64288 1.74368 0.08165
H -1.38600 0.70464 -1.07023
```

Record 7
Formula: C4H4FNO2
Source: the Open Molecules 2025 dataset
Level of theory: ωB97M-V with the def2-TZVPD basis set

Properties
LUMO level (alpha / beta) (eV): -2.02 / -1.21
Structure (SMILES): C=C(F)C(=C)[N+](=O)[O-]
HOMO (alpha / beta) (eV): -9.5 / -9.4
Total energy (Ha): -459.68291
2S+1: 1
Gap between HOMO and LUMO (alpha / beta) (eV): 7.510 / 8.222

Geometry as XYZ:
```
12
C4H4FNO2, DFT ωB97M-V with the def2-TZVPD basis set
F 1.97332 -0.36789 -0.16577
O -1.98218 1.17131 -0.22418
O -2.45531 -0.94093 -0.37547
N -1.66415 0.01214 -0.19856
C 0.83642 0.50843 -0.05624
C -0.07281 -1.96811 0.21910
C 1.13438 1.83800 0.06131
C -0.29916 -0.32689 0.02049
H 2.22144 2.21735 -0.02315
H -0.98600 -2.44623 0.40735
H 0.89747 -2.31454 0.19497
H 0.39658 2.61736 0.14014
```

Record 8
Formula: C4H4HgLiO5
Source: the Open Molecules 2025 dataset
Level of theory: ωB97M-V with the def2-TZVPD basis set

Properties
LUMO level (alpha / beta) (eV): -0.15 / -2.04
HOMO (alpha / beta) (eV): -8.2 / -8.2
Total energy (Ha): -691.92683
2S+1: 2
Gap between HOMO and LUMO (alpha / beta) (eV): 8.087 / 6.208

Geometry as XYZ:
```
15
C4H4HgLiO5, DFT ωB97M-V with the def2-TZVPD basis set
Hg -1.76192 -2.79161 -1.29859
O 0.42376 1.04171 0.17188
O -1.32204 -0.82127 -1.70669
O -1.70843 1.53234 0.34680
O 2.84704 2.11355 -0.35442
O -1.38213 -1.61225 0.34518
C 2.80265 0.86282 0.20771
C -0.86131 0.71331 0.08041
C 1.51429 0.12572 -0.14316
C -1.19975 -0.66857 -0.46477
Li 1.24458 2.89482 -0.31771
H 1.38191 -0.79378 0.44279
H 2.87655 0.88848 1.31935
H 1.46840 -0.09054 -1.21904
H 3.62261 0.18864 -0.12929
```

Question: What is the formula in the first record?
Answer: C4H4F2

Question: 2S+1 of number 6 (C4H4FN)?
Answer: 1

Question: What is the 2S+1 in the fifth record?
Answer: 1

Question: Number 2 is which compound?
Answer: C4H4F2N2